121
Properties=species:S:1:pos:R:3:forces:R:3 method="wB97M-V/def2-TZVPD" energy_ev=-88944.466 homo_ev=-7.20 charge=-1
Cl 2.6919 -6.0130 1.7803 -1.8 -0.2 -2.8
O 3.4683 -6.0042 2.9632 0.4 -0.3 1.7
O 1.4577 -6.7794 1.8710 0.8 0.3 0.8
O 2.3324 -4.6500 1.4231 0.2 0.2 0.3
O 3.4717 -6.5825 0.7078 0.5 0.0 -0.1
C -0.5139 -5.1769 5.1869 -2.5 -0.5 -0.8
O -1.4778 -4.7182 4.5652 1.1 0.4 0.3
N 0.6402 -5.5777 4.6042 -0.2 0.7 0.4
N -0.6452 -5.5432 6.4988 1.3 -0.4 0.5
H 0.8167 -5.2439 3.6749 0.2 -0.5 -0.1
H 1.2397 -6.1914 5.1162 0.5 0.0 -0.4
H 0.2312 -5.7589 6.9448 -0.2 0.1 0.5
H -1.3822 -5.2043 7.0851 -0.2 0.2 -0.3
C 2.5796 -9.7627 -2.1783 0.6 1.5 1.0
O 2.0386 -8.9159 -2.8728 0.3 -0.6 0.0
N 3.1014 -10.9222 -2.6467 -0.5 -0.6 -0.8
N 2.8719 -9.5308 -0.8359 -0.3 0.0 -1.0
H 3.5515 -11.5693 -2.0323 0.3 0.1 0.0
H 3.2730 -10.9531 -3.6371 -0.2 -0.3 0.1
H 2.9442 -8.5550 -0.5941 -0.4 -0.1 0.6
H 2.8426 -10.2847 -0.1778 0.2 0.2 0.3
C 1.3093 -1.0985 2.5773 1.8 0.9 1.1
O 1.3562 -0.0626 3.2541 -0.7 -0.4 -0.8
N 1.9063 -1.1959 1.3515 -0.6 0.0 -0.2
N 0.8863 -2.2593 3.1028 -0.6 -0.5 0.4
H 2.2041 -0.3373 0.9298 0.2 -0.1 -0.1
H 2.2124 -2.0974 1.0307 -0.1 0.1 -0.3
H 0.6597 -2.2254 4.0802 -0.2 -0.1 -0.1
H 0.8618 -3.1352 2.6120 0.0 0.1 -0.1
C 3.9393 -9.9098 4.9325 -0.4 -0.1 -1.3
O 3.9547 -11.0175 5.4431 0.4 0.5 0.0
N 4.4647 -9.6115 3.6859 0.1 -0.6 1.0
N 3.3150 -8.8230 5.4721 -0.3 0.1 0.9
H 5.0329 -10.3148 3.2522 -0.1 0.1 -0.2
H 4.2385 -8.7373 3.2561 0.2 0.1 -0.4
H 3.1643 -7.9873 4.9389 0.0 0.1 -0.1
H 2.7089 -8.9954 6.2558 0.0 0.0 -0.1
C -0.2162 -11.0258 0.6840 1.0 -0.1 0.7
O -0.0304 -11.2957 1.8763 -0.4 -0.2 -0.9
N -0.3399 -11.9936 -0.2756 -0.1 0.5 1.1
N -0.1414 -9.7473 0.2537 -0.4 0.1 0.7
H -0.5434 -11.7225 -1.2164 0.0 -0.7 -0.2
H -0.2760 -12.8982 0.1589 -0.3 -0.3 -0.9
H -0.2040 -9.4613 -0.7051 0.3 0.1 0.0
H 0.2797 -9.1891 0.9816 -0.2 0.7 -0.5
C 6.5145 -3.3301 1.7229 1.7 1.1 -1.1
O 7.6443 -2.8277 1.7439 -0.9 -0.2 0.6
N 6.2955 -4.6480 1.6945 -0.8 -2.5 0.0
N 5.3855 -2.6221 1.5104 -1.1 0.7 0.0
H 6.9247 -5.3575 2.0103 0.8 0.6 0.1
H 5.3873 -5.0616 1.5409 -0.2 0.5 0.1
H 4.4889 -3.0739 1.4396 0.0 0.0 0.2
H 5.3835 -1.6210 1.4639 0.3 0.0 0.1
C 3.7692 -3.5502 -1.7953 0.6 -0.8 0.6
C 4.8607 -2.8751 -2.5940 1.0 0.8 -0.5
C 5.1742 -1.3983 -2.2135 -0.3 -1.0 -0.9
O 4.0356 -0.5751 -2.1760 -0.4 0.0 1.1
C 3.3237 -0.4348 -3.3762 1.5 0.1 -0.9
N 6.1134 -3.6622 -2.5439 -0.6 -0.5 0.9
H 3.7614 -4.6253 -2.0061 -0.5 0.1 -0.9
H 2.8064 -3.0617 -1.9170 -0.1 -0.2 0.0
H 4.0043 -3.6738 -0.7312 0.1 0.9 0.1
H 4.5963 -2.8605 -3.6569 -0.4 0.0 0.1
H 5.8563 -1.0330 -2.9949 0.1 0.1 0.0
H 5.7216 -1.3634 -1.2718 -0.4 0.2 0.3
H 2.8586 -1.3426 -3.7704 -0.5 0.0 0.6
H 4.0649 -0.2042 -4.1610 -0.2 0.3 -0.1
H 2.6685 0.4236 -3.2650 -0.3 -0.3 0.0
H 6.0543 -4.1132 -1.6326 0.5 -0.2 -0.1
H 6.9547 -3.0974 -2.5071 -0.1 0.2 -0.1
C -5.3355 -8.7345 2.2534 1.0 0.4 -1.1
C -4.7113 -7.7349 3.2554 -1.0 -0.2 -0.3
C -4.1134 -6.4135 2.7135 -0.3 -1.0 -1.5
O -3.1891 -6.6970 1.6538 0.5 0.4 1.5
C -1.9732 -7.2594 2.1599 -0.1 -0.5 -1.2
N -5.7085 -7.4144 4.2654 0.4 0.5 0.9
H -4.6960 -8.8161 1.3659 0.1 -0.1 0.1
H -6.3110 -8.4611 1.8462 -0.1 0.3 0.4
H -5.4115 -9.7363 2.6777 0.0 0.1 0.2
H -3.8775 -8.2697 3.7156 0.0 0.1 0.3
H -3.6735 -5.8475 3.5354 0.2 0.0 0.0
H -4.8198 -5.7960 2.1526 -0.6 0.0 0.6
H -1.2177 -6.9772 1.4274 0.2 -0.1 0.2
H -2.0784 -8.3487 2.1413 0.2 -0.1 0.1
H -1.6473 -6.9514 3.1539 -0.4 0.4 0.0
H -6.1664 -8.2379 4.6278 0.0 0.0 -0.1
H -6.4122 -6.7764 3.9211 0.0 -0.1 -0.2
C 6.0680 -8.0960 -0.6167 0.5 -0.1 0.8
C 7.5907 -8.0261 -0.5484 0.1 0.9 -1.0
C 8.0903 -7.9500 0.8717 -0.5 -0.8 0.6
O 9.4959 -7.9149 0.9494 0.3 0.2 -0.2
C 9.9333 -7.7061 2.2633 -0.2 0.3 1.0
N 8.1950 -9.1296 -1.2542 0.7 -1.0 -0.2
H 5.7098 -8.4892 -1.5658 0.1 0.3 -0.1
H 5.6999 -7.0917 -0.4103 -0.4 -0.2 -0.1
H 5.7044 -8.7794 0.1561 -0.1 0.1 0.0
H 7.8848 -7.0983 -1.0683 0.0 0.2 0.4
H 7.7422 -8.8220 1.4467 0.0 -0.3 -0.2
H 7.6142 -7.1222 1.3994 0.2 0.5 -0.2
H 9.7606 -6.6785 2.6048 0.0 0.2 -0.3
H 10.9904 -7.9158 2.4135 0.1 -0.1 -0.6
H 9.4023 -8.3144 3.0065 -0.2 -0.3 -0.3
H 8.0407 -9.0511 -2.2528 -0.3 0.0 0.1
H 9.2066 -9.0841 -1.1617 -0.1 0.0 0.2
C 0.1662 -3.1487 -4.9286 0.8 -1.1 0.6
C 0.1571 -4.6295 -4.4833 -0.8 -2.1 -0.4
C 0.0434 -4.9328 -2.9755 0.6 1.6 -1.6
O -0.0496 -6.2887 -2.6443 0.2 0.7 0.2
C 0.3172 -6.4406 -1.2817 -0.5 -0.1 0.6
N -0.9391 -5.3884 -5.1614 -0.3 1.3 -0.3
H 1.1336 -2.7109 -4.6748 -0.1 0.3 0.1
H -0.6526 -2.5687 -4.5058 0.0 0.0 0.0
H 0.1215 -3.1740 -6.0173 -0.2 0.3 0.0
H 1.0352 -5.1730 -4.8509 0.3 0.5 0.1
H -0.8220 -4.3183 -2.6950 -0.1 -0.3 0.8
H 0.9693 -4.4614 -2.6261 -0.1 -0.1 0.9
H 0.0770 -7.4511 -0.9632 0.4 -0.1 -0.3
H -0.2776 -5.8216 -0.5994 -0.2 0.3 -0.3
H 1.3590 -6.1882 -1.0777 0.2 -0.2 -0.3
H -1.0234 -4.8837 -6.0445 -0.2 -0.6 -0.3
H -1.8159 -5.1277 -4.7049 0.0 -0.3 0.2



116
Properties=species:S:1:pos:R:3:forces:R:3 method="wB97M-V/def2-TZVPD" energy_ev=-71574.755 smiles="COC[C@H](C)N.COC[C@H](C)N.NC(N)=O.NC(N)=O.NC(N)=O.NC(N)=O.OCCO.OCCO.OCCO.OCCO.OCCO" homo_ev=-9.30 charge=0
C 1.5424 -2.1572 -2.7152 1.0 -1.7 0.8
C 0.6212 -2.6877 -3.7897 -0.3 0.9 -0.4
C -0.9012 -2.6488 -3.4644 1.9 -1.7 1.1
O -1.0266 -3.5794 -2.3399 -0.4 -0.1 -1.3
C -2.3803 -3.7611 -2.0078 -0.3 -0.1 1.6
N 0.9211 -1.9409 -4.9991 -0.4 0.4 -0.4
H 1.6375 -1.0917 -2.5058 -0.6 0.0 -0.1
H 2.5394 -2.5369 -2.9383 0.3 0.5 -0.7
H 1.4452 -2.7649 -1.8156 -0.7 0.5 0.5
H 0.9321 -3.7116 -3.9971 -0.4 -0.2 0.3
H -1.4457 -3.0694 -4.3098 -0.3 0.3 -0.1
H -1.2221 -1.6547 -3.1531 -0.2 0.2 -0.2
H -2.5517 -4.5409 -1.2657 0.9 -0.4 0.1
H -3.0703 -4.0806 -2.7889 0.2 0.7 -0.6
H -2.6413 -2.8785 -1.4239 -1.1 0.3 -0.6
H 0.3244 -2.2483 -5.7538 0.0 -0.3 -0.3
H 0.6193 -0.9904 -4.8391 0.2 0.5 0.0
C -0.1249 4.7792 -2.8932 0.2 -0.5 0.9
C 0.4083 3.4195 -3.3943 -0.7 0.7 0.4
C 0.0443 2.2095 -2.4809 -0.1 -0.4 -0.9
O -0.0081 2.4337 -1.0927 1.6 0.3 0.7
C 1.3128 2.5651 -0.4340 -1.2 0.6 -0.1
N -0.0465 3.2236 -4.7647 0.2 -0.5 -0.3
H -1.1898 4.9481 -3.0530 -0.2 -0.5 -0.1
H 0.3651 5.6212 -3.3822 0.3 -0.1 0.1
H 0.0413 4.7935 -1.8160 0.1 0.6 0.1
H 1.4960 3.4771 -3.4357 0.1 0.1 0.0
H 0.7303 1.3832 -2.6670 0.3 0.0 -0.2
H -0.9286 1.8005 -2.7533 -0.3 0.3 0.0
H 1.8093 1.6424 -0.1337 -0.4 -0.4 -0.4
H 1.0549 3.0996 0.4802 0.2 0.0 0.1
H 2.0256 3.1538 -1.0115 -0.2 0.1 -0.3
H 0.1196 4.1058 -5.2276 0.4 0.0 -0.4
H -1.0540 3.1674 -4.8076 -0.3 -0.3 0.3
C -5.4370 -0.4496 -1.7758 1.1 0.2 1.0
C -5.7698 -1.8431 -2.0815 -2.1 -2.0 -0.5
O -5.9327 -1.9889 -3.4682 0.3 0.2 -1.4
O -4.0372 -0.2903 -2.0246 0.2 0.6 0.5
H -5.6726 -0.3733 -0.7143 0.7 0.4 0.2
H -5.9794 0.3730 -2.2418 -0.4 -0.5 -0.5
H -6.6989 -2.1740 -1.6174 -0.5 0.4 0.3
H -5.0822 -2.6103 -1.7254 0.8 0.6 0.3
H -6.1091 -2.8982 -3.7203 0.0 0.0 0.2
H -3.8781 -0.6423 -2.9035 0.0 0.0 -0.2
C 0.4285 -5.2879 0.5384 0.0 -1.7 -2.2
C 0.9358 -6.7025 0.2769 -0.2 -1.6 1.1
O 2.0047 -7.0314 -0.6019 -0.4 1.0 -0.8
O 1.4113 -4.5501 1.1015 1.5 0.8 1.5
H -0.4925 -5.3872 1.1129 -0.1 0.0 0.4
H 0.1926 -4.8420 -0.4279 -0.5 0.0 -0.4
H 0.0775 -7.3133 -0.0031 0.0 0.1 -0.5
H 1.2624 -7.1987 1.1907 -0.4 0.5 0.8
H 2.8173 -6.6689 -0.2413 0.0 0.1 0.0
H 1.1290 -3.6349 1.0370 0.4 0.9 0.0
C 4.1620 -2.4613 -0.5770 -1.4 0.4 0.3
C 4.8765 -2.1200 0.7293 0.1 -0.8 -0.6
O 6.2859 -2.2513 0.5837 -0.2 0.3 0.4
O 4.2059 -3.8470 -0.8288 0.8 -0.8 -0.3
H 4.4658 -1.9894 -1.5114 0.6 0.3 0.4
H 3.1009 -2.2437 -0.4560 -0.1 0.6 0.2
H 4.5034 -2.8855 1.4095 0.0 -0.2 0.4
H 4.6093 -1.1980 1.2458 0.3 0.3 -0.7
H 6.4539 -3.1919 0.6767 0.3 0.0 -0.1
H 3.7555 -4.2896 -0.1057 -0.3 -0.1 0.1
C -1.1948 5.0076 1.0227 -1.3 1.8 0.0
C -1.9344 6.2355 0.3048 0.7 -0.6 1.1
O -3.3227 6.2832 0.6568 0.5 -0.6 0.0
O -1.7121 3.7528 0.6883 0.0 0.1 0.1
H -1.3027 5.1500 2.0979 -0.5 0.0 0.1
H -0.1141 5.0939 0.9099 0.2 0.0 -0.7
H -1.7849 6.2706 -0.7743 -0.1 -0.5 -0.2
H -1.4287 7.1244 0.6818 0.1 0.2 0.2
H -3.6580 7.1763 0.5499 0.1 0.0 -0.1
H -1.2440 3.4651 -0.0990 0.1 -0.5 -0.5
C -1.6501 2.9328 4.4634 0.2 -1.3 -2.1
C -0.2677 2.7209 3.7674 -0.5 0.1 -0.9
O 0.3468 1.4732 3.9448 -0.9 -1.0 1.6
O -1.6554 3.0881 5.8169 0.7 0.8 2.3
H -2.2984 2.0688 4.3176 0.3 -0.5 -1.0
H -2.1938 3.7473 3.9847 0.3 0.5 -0.4
H 0.4603 3.5226 3.8919 -0.1 0.3 0.8
H -0.4129 2.7179 2.6871 -0.9 0.8 -0.3
H 1.2302 1.5344 3.5740 0.4 0.1 0.0
H -2.5818 3.0466 6.0650 0.1 0.0 0.4
C 3.5255 -1.2877 4.2485 3.0 -0.1 -2.0
O 4.7531 -1.2496 4.1267 0.3 0.4 -1.4
N 2.6055 -1.2329 3.3219 -1.6 0.2 -4.8
N 3.0174 -1.3920 5.3893 -2.4 -0.5 7.3
H 1.6088 -1.3748 3.4033 0.3 0.0 0.7
H 2.8553 -1.3822 2.3547 0.2 0.1 0.1
H 3.6449 -1.3487 6.1796 -0.3 -0.1 -0.1
H 2.0241 -1.4631 5.5579 0.3 0.1 0.0
C 0.0990 -1.1639 0.4548 1.2 -1.9 -0.9
O 1.0851 -1.8086 0.6898 3.3 -2.4 1.4
N -0.7607 -1.5332 -0.4141 -4.0 -0.9 -3.2
N -0.1374 -0.0455 1.0080 -0.3 5.5 2.8
H -0.7204 -2.3999 -0.9312 0.5 -0.1 0.1
H -1.6517 -1.0577 -0.4052 -0.1 -0.1 -0.1
H -0.5231 0.6932 0.4373 -0.2 0.0 0.2
H 0.5614 0.2500 1.6747 0.0 0.2 0.0
C -3.6961 0.1827 1.8909 2.1 1.2 -0.5
O -3.5684 -0.9610 2.1250 1.0 -4.6 1.4
N -4.7815 0.7244 1.5495 -8.2 1.6 -1.8
N -2.8007 1.1254 1.8059 5.1 1.9 0.7
H -4.8702 1.7006 1.3061 -0.3 -0.5 0.1
H -5.5611 0.0915 1.4418 -0.1 0.5 0.0
H -2.9968 2.0547 1.4623 0.4 -0.2 0.2
H -1.8680 0.9099 2.1280 -0.1 0.3 -0.1
C 3.5045 2.2422 2.1437 2.3 -1.3 -1.8
O 2.4538 2.0278 2.6439 -3.2 0.3 1.6
N 4.4718 1.3361 2.0942 1.4 -2.2 0.9
N 3.8261 3.2503 1.3602 0.1 2.9 -1.2
H 4.3156 0.4865 2.6175 0.5 0.0 0.2
H 5.3598 1.4664 1.6309 -0.3 -0.2 0.3
H 3.1670 3.9978 1.1958 0.5 0.0 0.1
H 4.7887 3.2608 1.0548 -0.5 0.8 -0.2